Here is a molecular structure, C22H65F3InNO19 from the OMol25 dataset. Energies are from the ωB97M-V functional and the def2-TZVPD basis.

Computed properties:
* gap between HOMO and LUMO: 3.516 eV
* HOMO level: -0.3342 Ha

```
! RIJCOSX wB97M-V def2-TZVPD def2/J DEFGRID3
* xyz 0 1
In 15.50 1.54 1.50
F 16.54 2.00 -1.23
F 16.28 4.11 2.91
F 13.64 -0.60 2.63
C 16.82 -0.24 6.20
C 16.18 0.27 4.90
C 15.19 1.42 5.22
O 14.33 1.94 4.20
C 13.53 3.05 4.75
N 17.21 0.85 4.03
H 16.07 -0.67 6.87
H 17.39 0.53 6.71
H 17.53 -1.04 5.98
H 15.71 -0.59 4.40
H 15.64 2.21 5.83
H 14.55 0.92 5.94
H 12.63 3.11 4.14
H 13.92 4.06 4.70
H 13.29 2.99 5.82
H 18.01 0.24 4.11
H 17.54 1.68 4.49
C 18.90 0.02 0.64
C 19.47 1.28 1.34
O 18.49 2.27 1.39
O 17.83 -0.61 1.33
H 19.62 -0.78 0.42
H 18.41 0.28 -0.30
H 20.37 1.60 0.82
H 19.78 1.08 2.37
H 18.98 3.09 1.40
H 17.93 -1.54 1.12
C 15.55 1.67 -4.55
C 14.19 2.12 -3.98
O 14.57 3.10 -2.99
O 16.26 0.79 -3.72
H 16.18 2.53 -4.77
H 15.45 1.26 -5.55
H 13.77 1.24 -3.50
H 13.51 2.58 -4.70
H 15.30 2.79 -2.45
H 16.40 1.10 -2.83
C 13.17 4.44 0.26
C 12.48 3.98 1.56
O 12.65 2.57 1.80
O 14.66 4.23 0.29
H 13.02 5.52 0.18
H 12.88 3.98 -0.68
H 11.41 4.13 1.43
H 12.77 4.53 2.46
H 12.08 2.21 2.48
H 15.06 4.89 -0.28
C 13.33 -0.63 -1.04
C 14.69 -1.30 -1.17
O 15.43 -1.23 -0.04
O 13.46 0.80 -0.75
H 12.59 -1.03 -0.35
H 12.75 -0.78 -1.95
H 15.32 -0.86 -1.94
H 14.54 -2.35 -1.39
H 16.08 -1.93 -0.08
H 12.57 1.12 -0.59
C 18.55 4.39 5.48
C 17.69 5.65 5.61
O 16.33 5.40 5.36
O 18.85 4.03 4.16
H 17.97 3.61 5.96
H 19.49 4.49 6.02
H 18.00 6.48 4.97
H 17.85 6.14 6.58
H 16.22 5.02 4.49
H 18.03 4.02 3.65
C 19.17 3.88 -2.22
C 18.05 4.91 -2.34
O 17.27 4.99 -1.16
O 18.87 2.62 -2.59
H 19.60 3.88 -1.21
H 20.01 4.09 -2.88
H 17.43 4.61 -3.19
H 18.49 5.87 -2.62
H 16.96 4.10 -0.96
H 18.04 2.38 -2.17
C 10.42 0.32 2.55
C 9.08 1.05 2.60
O 9.27 2.26 1.84
O 11.38 0.83 3.46
H 10.81 0.16 1.55
H 10.20 -0.70 2.87
H 8.67 1.12 3.60
H 8.35 0.46 2.05
H 8.89 2.95 2.39
H 12.25 0.49 3.24
C 12.66 -3.77 2.35
C 14.14 -4.03 2.17
O 14.94 -3.07 2.81
O 12.21 -2.79 1.47
H 12.41 -3.34 3.32
H 12.12 -4.72 2.39
H 14.47 -4.00 1.14
H 14.40 -4.97 2.66
H 14.66 -2.16 2.73
H 12.59 -1.95 1.74
C 15.88 7.36 2.67
C 17.00 7.32 1.70
O 17.97 6.36 1.97
O 14.89 6.37 2.51
H 15.29 8.26 2.48
H 16.28 7.45 3.68
H 17.62 8.21 1.71
H 16.57 7.17 0.70
H 17.47 5.56 2.16
H 15.21 5.48 2.67
*
```

Here are the Mulliken charges for atoms 1 to 2, given in e:
1 In 2.10
2 F -0.10

***

Here is 14 unconnected molecules or ions with the total composition C22H65N28O14 from the OMol25 dataset. Energies are from the ωB97M-V functional and the def2-TZVPD basis.

Computed properties:
* gap between HOMO and LUMO: 4.087 eV
* HOMO level: -0.1001 Ha

```
! RIJCOSX wB97M-V def2-TZVPD def2/J DEFGRID3
* xyz -1 1
C -2.41 1.16 -2.27
O -2.44 -0.27 -2.50
C -3.03 -0.99 -1.38
C -2.24 -0.76 0.01
C -2.10 -2.15 0.82
N -1.20 -3.13 0.17
C 0.13 -2.58 0.11
C 1.11 -2.46 1.29
C 2.49 -1.89 1.07
N 3.11 -1.37 -0.10
C 2.17 -1.49 -1.15
C 0.78 -2.05 -1.19
H -2.62 1.68 -3.27
H -1.32 1.42 -1.99
H -3.12 1.53 -1.47
H -4.10 -0.60 -1.25
H -3.04 -2.09 -1.69
H -1.24 -0.24 -0.12
H -2.94 -0.10 0.65
H -1.80 -1.95 1.90
H -3.15 -2.63 0.83
H 0.79 -2.80 2.34
H 3.17 -1.87 2.00
H 2.56 -1.08 -2.15
H 0.20 -2.08 -2.16
C 2.35 0.99 -4.67
O 2.52 -0.23 -4.72
N 3.37 1.85 -4.45
N 1.13 1.57 -4.82
H 3.27 2.84 -4.40
H 4.29 1.45 -4.33
H 0.35 0.95 -4.98
H 0.98 2.56 -4.78
C -4.60 4.23 -3.69
O -3.52 4.13 -3.13
N -5.59 3.31 -3.55
N -4.91 5.27 -4.51
H -6.50 3.38 -4.00
H -5.40 2.53 -2.95
H -4.21 5.97 -4.64
H -5.80 5.37 -4.97
C -7.20 4.01 0.67
O -7.88 3.75 1.65
N -6.95 3.11 -0.31
N -6.62 5.23 0.48
H -6.39 3.31 -1.12
H -7.36 2.20 -0.21
H -6.78 5.93 1.19
H -6.05 5.46 -0.32
C 5.82 -2.13 -5.95
O 6.73 -2.70 -6.53
N 5.22 -1.02 -6.45
N 5.32 -2.56 -4.77
H 4.47 -0.53 -5.99
H 5.56 -0.67 -7.33
H 5.73 -3.38 -4.36
H 4.56 -2.10 -4.28
C -8.28 2.01 -5.63
O -7.96 2.73 -4.69
N -8.95 2.49 -6.71
N -7.98 0.69 -5.68
H -9.21 1.92 -7.50
H -9.18 3.47 -6.71
H -7.48 0.31 -4.89
H -8.23 0.09 -6.44
C -8.53 6.92 -4.80
O -7.58 6.40 -5.37
N -9.17 8.01 -5.29
N -9.02 6.46 -3.62
H -9.95 8.45 -4.84
H -8.84 8.38 -6.17
H -8.56 5.65 -3.22
H -9.79 6.87 -3.14
C 7.45 -1.05 0.35
O 8.54 -1.16 0.90
N 6.46 -1.96 0.49
N 7.15 0.00 -0.45
H 5.56 -1.88 0.04
H 6.65 -2.76 1.07
H 7.86 0.70 -0.58
H 6.26 0.11 -0.91
C 2.23 -3.73 4.73
O 1.43 -2.86 4.41
N 3.30 -4.06 3.96
N 2.11 -4.44 5.88
H 3.96 -4.77 4.21
H 3.42 -3.56 3.10
H 1.33 -4.23 6.48
H 2.76 -5.16 6.16
C 2.43 -5.22 9.49
O 2.94 -5.68 8.48
N 1.24 -5.66 9.98
N 3.02 -4.24 10.21
H 0.81 -5.29 10.81
H 0.78 -6.39 9.47
H 3.90 -3.89 9.88
H 2.62 -3.84 11.05
C 5.31 1.44 3.34
O 4.38 0.67 3.42
N 6.32 1.29 2.44
N 5.43 2.53 4.14
H 7.10 1.91 2.36
H 6.27 0.49 1.83
H 4.71 2.68 4.82
H 6.19 3.19 4.10
C 0.61 -0.91 9.90
O 0.15 -1.10 11.02
N 1.10 -1.91 9.13
N 0.66 0.32 9.33
H 1.47 -1.78 8.21
H 1.08 -2.84 9.52
H 0.30 1.09 9.87
H 1.02 0.50 8.41
C -1.16 -6.75 5.10
O -1.12 -6.88 6.31
N -2.19 -7.21 4.35
N -0.19 -6.12 4.39
H -2.25 -7.11 3.35
H -2.94 -7.69 4.83
H 0.59 -5.76 4.92
H -0.21 -6.00 3.40
C 6.74 2.50 -5.74
O 6.06 2.23 -4.76
N 6.95 1.60 -6.73
N 7.34 3.70 -5.92
H 7.50 1.78 -7.55
H 6.51 0.69 -6.62
H 7.20 4.39 -5.20
H 7.90 3.93 -6.72
*
```

Here are the Mulliken charges for atoms 1 to 2, given in e:
1 C -0.45
2 O -0.38

***

Here is a molecular structure, C22H66CuIO26S from the OMol25 dataset. Energies are from the ωB97M-V functional and the def2-TZVPD basis.

Computed properties:
* gap between HOMO and LUMO (alpha / beta): 6.623 / 5.801 eV
* HOMO level (alpha / beta): -0.1910 / -0.1905 Ha

```
! RIJCOSX wB97M-V def2-TZVPD def2/J DEFGRID3
* xyz -1 2
Cu -0.25 -0.83 0.65
S -1.50 2.15 -0.11
O -2.09 2.65 -1.41
O -1.33 0.72 -0.16
O -0.21 2.83 0.06
O -2.48 2.47 0.91
I -2.36 -2.32 1.47
C 5.19 -0.10 1.00
C 5.33 0.37 -0.46
O 4.10 1.00 -0.97
O 6.36 0.24 1.72
H 4.96 -1.17 1.00
H 4.43 0.51 1.50
H 5.54 -0.50 -1.09
H 6.03 1.20 -0.58
H 3.79 1.70 -0.40
H 7.12 0.05 1.17
C -4.99 0.92 -1.14
C -6.14 1.30 -0.14
O -5.72 2.25 0.88
O -4.71 2.17 -1.74
H -5.23 0.14 -1.87
H -4.19 0.60 -0.47
H -6.33 0.45 0.51
H -7.01 1.68 -0.67
H -6.33 2.21 1.62
H -5.03 2.17 -2.65
C 2.21 5.21 1.35
C 2.60 3.75 1.71
O 2.47 2.91 0.62
O 0.69 5.28 1.28
H 2.56 5.50 0.36
H 2.66 5.81 2.14
H 2.07 3.25 2.52
H 3.67 3.84 1.89
H 1.56 3.03 0.34
H 0.20 4.66 0.73
C -3.75 1.97 4.26
C -2.25 1.95 4.36
O -1.73 2.84 3.36
O -4.35 0.72 4.58
H -4.21 2.23 3.30
H -4.08 2.65 5.05
H -1.95 0.91 4.38
H -2.06 2.33 5.37
H -2.03 2.74 2.45
H -5.17 0.72 4.08
C 1.19 -0.33 -1.96
C 1.14 -1.89 -1.84
O 0.25 -2.45 -0.89
O 1.39 0.18 -0.72
H 0.17 -0.04 -2.20
H 1.82 0.18 -2.69
H 2.16 -2.25 -1.67
H 1.02 -2.31 -2.84
H 0.63 -3.31 -0.71
H 1.96 0.95 -0.81
C 1.16 0.32 3.07
C 1.54 -1.21 3.12
O 1.30 -1.83 1.89
O 0.00 0.60 2.30
H 1.92 0.96 2.63
H 1.03 0.66 4.10
H 0.74 -1.63 3.73
H 2.57 -1.40 3.42
H 1.90 -2.58 1.90
H -0.27 1.41 2.75
C 0.22 -6.96 3.61
C -0.40 -6.02 2.58
O -0.18 -6.54 1.26
O 1.66 -7.16 3.61
H -0.24 -7.94 3.46
H -0.09 -6.66 4.60
H 0.23 -5.13 2.54
H -1.45 -5.75 2.58
H -0.78 -7.24 1.02
H 1.74 -7.87 2.98
C 2.99 -5.04 0.88
C 3.42 -4.53 2.23
O 3.88 -3.20 2.04
O 1.68 -4.78 0.46
H 3.15 -6.11 1.03
H 3.63 -4.71 0.06
H 4.14 -5.29 2.54
H 2.56 -4.62 2.90
H 4.36 -2.87 2.80
H 1.19 -5.56 0.71
C 0.97 5.28 -2.14
C -0.08 5.80 -3.05
O -1.13 6.53 -2.44
O 1.05 3.90 -2.04
H 0.75 5.79 -1.20
H 1.90 5.70 -2.51
H -0.61 5.06 -3.65
H 0.25 6.56 -3.77
H -1.64 7.11 -3.01
H 0.53 3.57 -1.31
C -0.63 1.12 -5.70
C -0.76 1.98 -4.48
O -1.81 1.39 -3.81
O -1.46 1.60 -6.77
H -0.63 0.04 -5.55
H 0.39 1.34 -6.01
H -0.87 3.05 -4.60
H 0.11 2.08 -3.83
H -1.72 1.69 -2.91
H -2.33 1.40 -6.42
C -2.98 -2.86 -2.75
C -1.94 -2.28 -3.74
O -0.96 -3.16 -4.00
O -3.66 -3.75 -3.59
H -3.69 -2.12 -2.40
H -2.57 -3.38 -1.89
H -1.44 -1.38 -3.38
H -2.43 -2.02 -4.68
H -0.32 -2.73 -4.57
H -3.72 -4.54 -3.04
*
```

Here are the Mulliken charges for atoms 1 to 2, given in e:
1 Cu -0.01
2 S 0.99

***

Here is 12 unconnected molecules or ions with the total composition C22H66IO11 from the OMol25 dataset. Energies are from the ωB97M-V functional and the def2-TZVPD basis.

Computed properties:
* gap between HOMO and LUMO: 7.961 eV
* HOMO level: -0.2001 Ha

```
! RIJCOSX wB97M-V def2-TZVPD def2/J DEFGRID3
* xyz -1 1
I -15.82 20.33 -3.37
C -17.08 16.08 -1.51
C -15.79 16.83 -1.15
O -15.09 17.18 -2.36
H -17.70 16.54 -2.28
H -17.71 16.08 -0.62
H -16.82 15.13 -1.96
H -15.17 16.29 -0.44
H -16.01 17.82 -0.73
H -15.46 17.99 -2.71
C -17.00 23.13 -6.03
C -17.43 24.42 -6.64
O -17.59 24.20 -8.03
H -17.63 22.25 -6.17
H -16.90 23.21 -4.95
H -15.99 22.88 -6.35
H -16.67 25.19 -6.54
H -18.14 24.88 -5.96
H -16.75 24.13 -8.49
C -11.27 18.03 -0.64
C -12.07 19.03 -1.54
O -11.28 19.55 -2.57
H -10.91 17.14 -1.14
H -11.98 17.65 0.10
H -10.46 18.56 -0.14
H -12.42 19.91 -1.02
H -12.88 18.54 -2.07
H -11.15 18.82 -3.18
C -18.96 19.46 -7.31
C -18.68 18.15 -6.53
O -19.02 17.09 -7.31
H -18.97 20.30 -6.61
H -19.92 19.48 -7.81
H -18.19 19.54 -8.07
H -19.36 18.12 -5.68
H -17.63 18.15 -6.25
H -18.37 17.09 -8.02
C -18.03 17.47 3.59
C -18.56 17.56 2.18
O -17.75 18.48 1.44
H -18.02 18.47 4.03
H -17.05 16.99 3.62
H -18.60 16.74 4.17
H -19.59 17.91 2.20
H -18.44 16.54 1.81
H -17.72 18.27 0.51
C -13.41 21.35 -6.76
C -11.91 21.05 -6.34
O -11.93 20.77 -4.92
H -13.48 21.64 -7.81
H -13.76 22.19 -6.16
H -14.07 20.48 -6.67
H -11.27 21.85 -6.71
H -11.45 20.15 -6.75
H -12.73 20.24 -4.82
C -14.62 21.51 1.92
C -13.66 22.12 2.96
O -13.82 23.45 2.73
H -15.38 22.17 1.49
H -15.21 20.69 2.32
H -14.07 21.17 1.04
H -12.63 22.00 2.63
H -13.83 21.86 4.01
H -13.90 23.94 3.56
C -13.67 24.16 -1.88
C -12.79 23.16 -1.21
O -12.35 22.13 -2.15
H -13.86 24.97 -1.18
H -14.57 23.69 -2.30
H -13.16 24.61 -2.74
H -13.30 22.77 -0.32
H -11.99 23.86 -0.96
H -13.11 21.65 -2.48
C -14.68 17.48 -6.54
C -13.21 17.35 -5.99
O -13.00 18.26 -4.98
H -14.81 16.90 -7.45
H -15.15 18.45 -6.73
H -15.46 17.15 -5.85
H -12.40 17.57 -6.68
H -13.01 16.32 -5.72
H -13.78 18.35 -4.43
C -20.94 20.32 -2.98
C -19.89 20.66 -1.89
O -19.05 19.58 -1.77
H -21.60 21.14 -3.25
H -21.65 19.54 -2.70
H -20.56 19.91 -3.92
H -20.24 20.83 -0.88
H -19.24 21.54 -2.00
H -18.26 19.73 -2.29
C -13.21 13.59 -3.46
C -14.73 13.85 -3.40
O -15.05 15.05 -4.02
H -12.82 13.66 -4.48
H -12.80 12.76 -2.88
H -12.90 14.54 -3.02
H -15.09 13.69 -2.38
H -15.30 13.09 -3.92
H -15.17 15.72 -3.34
*
```

Here are the Mulliken charges for atoms 1 to 2, given in e:
1 I -0.53
2 C -0.98

***

How do the records compare in energy? In the order shown, they have -2850.90980, -3464.25559, -5170.20724, -2003.02552 a.u..